# C28H46N8PS4Y

C28H46N8PS4Y as an isolated structure (the ωB97M-V functional and the def2-TZVPD basis, the OMol25 dataset).

Computed properties:
LUMO energy	-11.22	eV
DFT total energy	-95343.75904	eV
HOMO level	-18.076	eV
net charge	+4
energy above the lowest of the compared OMol25 structures with the same formula, charge and spin	0.436	eV
Kohn-Sham gap	6.86	eV
molecular weight	742.88	g/mol

Geometry as XYZ:
```
88
Properties=species:S:1:pos:R:3:forces:R:3:mulliken_charge:R:1
Y 0.3711 0.5195 0.2700 0.296 0.591 0.172 0.35
C -0.3644 -1.2394 3.4875 0.021 -0.004 -0.017 -1.00
C 0.9182 -0.5862 3.9768 -0.025 -0.001 -0.004 -0.91
S 1.5178 0.7822 2.9310 0.055 0.001 0.021 0.14
C 3.2785 0.3770 2.7280 0.002 -0.040 -0.016 -0.60
C 3.5919 -0.9107 1.9793 -0.007 -0.014 0.004 -0.91
S 2.7338 -1.1146 0.3783 -0.048 -0.003 0.001 0.05
C 1.9814 -2.7638 0.5235 0.008 -0.005 0.003 -0.76
C 1.0273 -2.9843 1.6868 0.011 0.006 0.034 -0.69
S -0.3719 -1.8132 1.7582 -0.065 -0.061 -0.134 0.06
H -1.2181 -0.5624 3.5525 0.009 0.010 -0.013 0.42
H -0.5965 -2.1037 4.1111 -0.027 0.024 0.022 0.52
H 1.7278 -1.3084 4.0673 0.007 0.008 -0.009 0.48
H 0.7444 -0.1812 4.9739 0.002 -0.029 0.011 0.60
H 3.7242 0.3356 3.7231 0.008 0.014 -0.003 0.64
H 3.7009 1.2432 2.2208 -0.004 -0.005 -0.007 0.04
H 3.3703 -1.7939 2.5762 -0.005 0.002 -0.001 0.51
H 4.6600 -0.9339 1.7619 0.003 -0.011 0.018 0.63
H 2.7901 -3.4947 0.5762 -0.009 -0.008 -0.005 0.57
H 1.4787 -2.9169 -0.4344 0.003 -0.004 0.003 0.20
H 1.5409 -2.9322 2.6449 0.000 0.000 -0.003 0.48
H 0.6034 -3.9856 1.6133 0.008 -0.005 0.005 0.55
C 5.2965 3.7452 0.3918 0.000 0.008 0.018 -0.54
C 4.0949 3.7116 1.0919 -0.002 -0.009 -0.015 -0.74
C 3.0207 3.0078 0.5718 -0.008 0.049 -0.036 -0.24
C 3.1588 2.3643 -0.6566 -0.066 -0.055 -0.009 0.22
C 4.3533 2.4058 -1.3727 0.011 -0.059 0.027 -0.29
C 5.4252 3.0927 -0.8321 -0.005 -0.013 -0.002 -0.74
N 1.9952 1.7186 -1.1596 -0.146 0.062 0.008 0.74
N 1.8975 1.6619 -2.3967 -0.027 -0.144 -0.028 -0.68
C 0.6900 1.1033 -2.8951 0.042 0.123 0.007 -0.03
C 0.5061 1.1730 -4.2594 -0.024 0.016 -0.014 -0.47
C -0.7218 0.7787 -4.7817 0.016 0.004 0.002 -0.38
C -1.7077 0.3348 -3.9153 0.006 0.018 0.027 -0.80
C -1.4269 0.2686 -2.5600 -0.030 -0.002 -0.031 -0.32
N -0.2470 0.6356 -2.0440 0.130 -0.127 0.015 0.31
H 6.1362 4.2943 0.7966 0.003 0.001 -0.005 0.46
H 3.9968 4.2534 2.0231 -0.005 0.003 0.002 0.48
H 2.0485 3.0370 1.0588 0.011 0.006 0.017 0.67
H 4.4339 1.8980 -2.3239 0.013 0.013 -0.006 0.50
H 6.3636 3.1307 -1.3682 0.003 0.003 0.002 0.45
H 1.3001 1.5636 -4.8806 0.001 0.001 0.002 0.59
H -0.9071 0.8437 -5.8459 -0.004 0.004 0.000 0.48
H -2.6897 0.0635 -4.2764 0.000 -0.013 0.004 0.51
H -2.1817 -0.0671 -1.8572 0.004 -0.025 -0.005 0.55
C -2.2674 -6.8888 -2.4152 -0.002 -0.006 0.006 -0.78
N -2.6518 -5.7885 -3.4235 0.004 -0.005 -0.009 0.00
C -4.1312 -5.4273 -3.1879 -0.009 0.004 0.004 -0.76
N -4.3347 -5.0385 -1.8390 -0.019 0.001 0.002 0.19
C -3.9420 -6.1124 -0.9282 -0.004 -0.007 0.002 -0.94
N -2.5293 -6.4559 -1.0895 0.002 -0.011 0.011 0.19
C -1.6381 -5.3911 -0.6407 -0.021 0.016 0.011 -0.93
P -1.8541 -3.7983 -1.5908 -0.093 -0.212 -0.119 0.71
C -1.7653 -4.5848 -3.2848 0.022 -0.007 -0.002 -1.00
C -3.7185 -3.7596 -1.5008 0.022 -0.001 0.018 -0.99
H -1.2136 -7.1156 -2.5728 -0.002 0.003 0.000 0.38
H -2.8744 -7.7577 -2.6691 -0.001 0.004 -0.002 0.36
H -2.5547 -6.1667 -4.3686 0.000 0.001 0.000 0.34
H -4.7038 -6.3233 -3.4270 0.005 -0.001 0.001 0.37
H -4.3831 -4.6307 -3.8870 0.004 -0.001 0.001 0.37
H -4.5476 -6.9948 -1.1362 0.000 0.001 -0.001 0.31
H -4.1270 -5.8040 0.0990 0.000 -0.002 0.000 0.36
H -0.6019 -5.7287 -0.7228 -0.004 -0.006 0.000 0.48
H -1.8351 -5.1979 0.4163 0.011 -0.001 0.002 0.46
H -0.7426 -4.8992 -3.4980 -0.004 0.003 -0.006 0.46
H -2.0603 -3.8644 -4.0489 -0.003 -0.005 -0.001 0.48
H -4.1007 -2.9838 -2.1681 -0.009 -0.007 -0.002 0.48
H -4.0173 -3.4839 -0.4876 -0.002 0.008 -0.005 0.46
C -0.4924 5.4939 4.5926 0.002 0.001 0.004 -1.02
C -1.2216 4.1672 4.4837 -0.003 0.000 -0.002 -0.69
N -0.9792 3.4938 3.1868 0.022 0.040 -0.004 0.08
C -1.6555 3.5478 2.0517 0.053 -0.015 0.008 0.99
S -1.0203 2.6919 0.6372 -0.109 -0.103 0.000 -0.35
N -2.7703 4.2066 1.8270 -0.031 -0.051 0.016 -0.12
C -3.5643 5.1281 2.6782 0.010 0.003 -0.002 -0.16
C -4.5146 5.9092 1.7918 -0.007 0.002 0.009 -1.54
H -0.6681 5.9263 5.5768 -0.003 0.005 0.000 0.38
H -0.8307 6.2080 3.8417 0.002 0.002 -0.003 0.29
H 0.5840 5.3625 4.4756 0.002 0.000 0.002 0.34
H -2.2910 4.2674 4.6321 0.002 -0.004 0.005 0.40
H -0.8674 3.4719 5.2444 0.000 0.000 0.000 0.34
H -0.0752 3.0550 3.1039 -0.008 -0.016 0.006 -0.05
H -3.1471 4.0799 0.8976 0.011 0.020 -0.005 0.27
H -2.8842 5.8014 3.1943 -0.005 0.005 -0.007 0.20
H -4.1153 4.5414 3.4133 0.003 0.006 0.005 0.33
H -3.9721 6.5108 1.0627 0.002 0.001 0.000 0.40
H -5.1086 6.5827 2.4063 -0.002 0.001 -0.001 0.40
H -5.2067 5.2458 1.2707 0.000 -0.002 -0.002 0.41
```
Positions in Å, forces in eV/Å.